166
Properties=species:S:1:pos:R:3:forces:R:3:lowdin_charge:R:1 method="wB97M-V/def2-TZVPD" largest_force_ha_per_bohr=0.052 charge=-1 lumo_energy_ha=0.05013 orbital_gap_ha=0.167 total_energy_ev=-89595.9707 homo_energy_ev=-3.17
C -3.83518 1.89011 1.93677 0.993 0.581 -0.498 -0.10
O -3.29496 0.62153 1.60030 -1.053 0.099 0.037 -0.21
C -3.90316 -0.45682 2.29503 0.526 -0.675 0.532 -0.22
C -3.91403 -1.74337 1.41489 0.631 0.768 0.021 -0.17
C -3.10628 -1.58051 0.09515 -0.676 -1.130 0.200 -0.20
C -2.83574 -3.00553 -0.48005 -0.666 1.450 -0.402 -0.21
C -2.11543 -2.96464 -1.85352 0.315 -1.358 0.526 -0.20
C -0.58287 -3.21694 -1.72989 0.018 0.601 -0.558 -0.20
C 0.28332 -1.93854 -1.91589 0.808 -0.870 -0.062 -0.21
C 0.80490 -1.73693 -3.38066 0.095 0.834 0.813 -0.20
C 0.50100 -0.28893 -3.84653 0.128 -0.701 -1.085 -0.23
C 0.49573 -0.13583 -5.40373 -0.759 0.397 0.840 -0.27
C -0.91337 -0.50756 -5.93022 0.582 -0.022 -0.024 -0.40
P -1.01710 -0.80275 -7.84111 -1.060 1.763 0.379 0.31
P 0.00422 -2.80446 -7.71299 1.839 -0.427 -1.918 0.55
O 0.68152 -3.07962 -9.07138 -0.592 -0.297 1.053 -0.61
B -2.81761 -1.51445 -7.59415 -0.957 -0.141 0.366 -0.66
O -3.24061 -2.85841 -7.84933 0.022 0.883 -0.067 0.02
N -3.89812 -0.55464 -7.12752 -0.987 -0.967 -0.185 -0.17
C -4.92192 -0.48214 -8.19211 0.553 -0.096 -0.255 -0.13
C -4.56696 -1.11881 -5.93687 0.492 -0.190 0.210 -0.12
H -3.63638 2.55061 1.07016 -0.231 -0.304 0.443 0.07
H -4.91668 1.87599 2.13596 0.276 -0.152 0.066 0.09
H -3.26282 2.30889 2.78579 -0.538 -0.083 0.012 0.08
H -3.31182 -0.66101 3.21007 -0.190 0.127 -0.242 0.11
H -4.91280 -0.20310 2.66406 0.230 0.078 -0.392 0.11
H -4.95388 -2.01962 1.19111 0.329 -0.106 -0.042 0.11
H -3.43699 -2.55460 1.98564 -0.358 0.126 -0.060 0.10
H -3.75422 -1.04262 -0.61362 0.548 0.107 0.082 0.12
H -2.16360 -1.04328 0.25329 -0.320 -0.021 -0.044 0.11
H -3.83428 -3.45464 -0.62520 0.371 -0.108 0.204 0.11
H -2.29200 -3.57023 0.28957 -0.026 -0.124 -0.422 0.10
H -2.34301 -2.05168 -2.42239 0.140 -0.111 0.294 0.11
H -2.52195 -3.80025 -2.44841 0.053 0.335 0.079 0.10
H -0.30012 -3.93566 -2.51778 0.067 0.259 0.258 0.10
H -0.31203 -3.70882 -0.78168 -0.413 0.196 -0.153 0.10
H 1.17336 -2.06012 -1.27127 -0.307 0.163 -0.124 0.10
H -0.22059 -1.02896 -1.55665 -0.086 -0.329 -0.134 0.09
H 0.41576 -2.50465 -4.06446 -0.166 0.356 0.115 0.10
H 1.90107 -1.86397 -3.36078 -0.342 -0.079 -0.205 0.10
H 1.23245 0.40221 -3.39781 -0.327 -0.148 0.124 0.10
H -0.52588 -0.05518 -3.52173 0.414 0.262 0.129 0.09
H 0.67511 0.92703 -5.63649 0.000 -0.354 -0.140 0.09
H 1.30906 -0.70298 -5.87813 -0.228 0.008 0.131 0.07
H -1.59317 0.34088 -5.72637 0.118 -0.346 -0.047 0.07
H -1.33810 -1.39650 -5.40618 0.358 0.210 -0.085 0.06
H 0.30330 -0.21997 -8.06140 0.386 -0.394 0.034 -0.04
H -1.15324 -1.05041 -9.29549 0.260 -0.285 -0.269 -0.05
H -1.59025 0.53983 -8.01589 -0.109 0.090 -0.172 -0.03
H -0.81404 -3.88468 -7.26236 0.262 -0.031 0.218 -0.04
H 1.07827 -2.73551 -6.75526 -0.517 -0.282 0.233 -0.04
H -3.38595 -2.96496 -8.79445 0.206 -0.304 -0.049 0.09
H -4.42127 -0.24894 -9.14900 -0.309 0.271 0.294 0.09
H -5.43025 -1.45943 -8.34727 0.041 0.314 0.156 0.07
H -5.68611 0.27207 -7.95165 0.248 -0.096 -0.156 0.08
H -5.38774 -1.81700 -6.18820 0.243 0.119 -0.016 0.08
H -3.82091 -1.70288 -5.36852 -0.360 0.288 0.112 0.07
H -4.98139 -0.33532 -5.28139 0.179 -0.117 -0.213 0.08
C -2.75789 3.82868 -3.33713 -0.190 0.005 -0.031 -0.06
C -2.57602 4.40724 -1.94207 0.449 -0.355 -0.301 -0.50
C -1.18032 4.98472 -1.76091 0.013 0.163 0.173 -0.07
O -2.81030 3.39420 -0.96457 -0.205 0.223 0.152 -0.07
H -2.05018 3.01413 -3.51350 0.075 0.073 -0.005 0.08
H -3.75968 3.41237 -3.45123 0.003 0.051 0.006 0.08
H -2.60709 4.59005 -4.10463 0.023 -0.038 -0.008 0.08
H -3.32037 5.18685 -1.76829 -0.053 -0.095 0.139 0.13
H -0.42239 4.20669 -1.88669 -0.047 -0.013 -0.119 0.08
H -1.06117 5.38991 -0.75433 -0.045 0.030 -0.024 0.08
H -0.98401 5.77955 -2.48301 0.023 -0.033 -0.005 0.08
H -2.16178 2.69477 -1.10265 -0.026 -0.057 -0.023 0.09
C -1.04574 0.16746 7.34807 0.034 -0.153 0.131 -0.06
C -1.57106 0.31113 5.92869 0.107 0.437 0.263 -0.49
C -0.89242 1.46128 5.20161 -0.009 -0.007 -0.222 -0.05
O -2.98202 0.52475 5.95618 -0.134 -0.296 -0.180 -0.06
H -1.24462 1.07022 7.93156 0.044 0.022 -0.100 0.06
H -1.54637 -0.65802 7.85990 0.025 -0.034 -0.058 0.08
H 0.03074 -0.02028 7.35214 -0.011 0.010 0.001 0.06
H -1.40417 -0.61712 5.37853 -0.161 0.006 -0.027 0.13
H -1.08658 2.40897 5.71338 0.055 -0.052 0.103 0.08
H -1.28412 1.55605 4.18725 0.042 -0.079 0.001 0.07
H 0.18775 1.31203 5.14547 -0.012 0.024 0.001 0.07
H -3.15025 1.34047 6.43893 0.059 0.017 0.042 0.08
C 4.17528 -3.32089 -9.79239 0.092 0.082 0.371 -0.06
C 4.43242 -2.22389 -10.80894 -0.338 -0.583 -0.211 -0.50
C 3.26667 -2.09666 -11.77540 -0.070 0.313 -0.075 -0.06
O 5.63950 -2.49686 -11.53480 0.274 0.344 0.066 -0.08
H 4.06034 -4.29094 -10.28570 -0.121 0.061 -0.082 0.08
H 5.01777 -3.41179 -9.10207 0.010 0.073 -0.027 0.07
H 3.26810 -3.11546 -9.21847 -0.074 -0.098 -0.106 0.06
H 4.58643 -1.27437 -10.29310 0.160 -0.004 -0.080 0.13
H 3.12630 -3.02758 -12.33320 -0.023 -0.062 0.118 0.08
H 3.45980 -1.30805 -12.50693 0.022 0.017 0.051 0.07
H 2.33970 -1.86815 -11.24541 0.002 -0.111 0.020 0.08
H 5.51566 -3.33246 -11.99452 -0.076 -0.041 0.020 0.07
C 2.45314 -1.49520 6.29863 -0.100 0.197 0.066 -0.06
C 1.46871 -2.65485 6.30116 0.579 -0.162 -0.317 -0.50
C 2.13178 -3.94405 6.75661 0.032 -0.038 -0.096 -0.07
O 0.92227 -2.82125 4.99300 -0.383 0.097 0.160 -0.05
H 3.27649 -1.69016 5.60569 0.021 -0.092 0.063 0.08
H 1.96393 -0.57819 5.96486 -0.020 -0.024 0.038 0.06
H 2.86939 -1.32655 7.29398 0.022 -0.004 -0.024 0.08
H 0.63218 -2.42191 6.96313 -0.103 0.002 -0.148 0.11
H 2.94584 -4.22047 6.07826 0.015 0.136 -0.028 0.08
H 1.41443 -4.76524 6.74664 -0.029 0.048 0.046 0.07
H 2.53364 -3.84580 7.76188 0.000 -0.048 -0.005 0.07
H 1.64691 -3.02589 4.39356 0.022 -0.005 -0.019 0.09
C 2.55687 3.73235 -9.19932 0.126 -0.070 0.109 -0.07
C 1.84635 2.38624 -9.20517 -0.407 0.471 -0.239 -0.50
C 1.28035 2.06268 -10.57880 0.004 -0.284 -0.091 -0.06
O 0.79556 2.38149 -8.24630 0.274 -0.072 0.336 -0.08
H 1.86026 4.53813 -9.45381 -0.036 -0.063 -0.099 0.08
H 2.95100 3.95198 -8.20465 0.028 -0.058 -0.015 0.08
H 3.38155 3.74999 -9.91092 -0.013 0.063 0.019 0.05
H 2.54482 1.60284 -8.90504 -0.126 -0.050 0.120 0.14
H 0.54100 2.81284 -10.87720 0.083 0.087 0.019 0.08
H 0.77113 1.09722 -10.56128 0.054 -0.006 0.060 0.08
H 2.06829 2.03085 -11.33533 -0.022 0.025 -0.008 0.07
H 0.15919 3.06123 -8.48841 -0.056 -0.048 -0.083 0.08
C -2.29106 0.64267 11.74339 -0.014 -0.271 -0.115 -0.06
C -1.32057 1.51724 10.96545 -0.382 0.298 0.428 -0.49
C -0.67087 2.55422 11.86679 0.314 0.109 -0.222 -0.06
O -2.00786 2.16480 9.89359 0.161 -0.092 -0.248 -0.07
H -3.09730 1.24662 12.16983 0.088 0.058 0.068 0.08
H -2.75486 -0.09349 11.08392 0.058 0.009 -0.014 0.08
H -1.78598 0.11777 12.55589 -0.030 0.063 0.035 0.08
H -0.54933 0.89324 10.50941 -0.069 0.058 -0.163 0.14
H -1.42490 3.21807 12.29946 -0.046 -0.116 0.082 0.08
H 0.01731 3.18063 11.29513 -0.013 -0.062 -0.046 0.08
H -0.12292 2.08091 12.67913 -0.076 0.032 0.042 0.06
H -2.69432 2.72161 10.27426 -0.004 0.007 0.054 0.09
C -0.01839 -5.60044 11.34534 0.121 0.042 0.193 -0.07
C 0.28380 -4.57471 10.26341 -0.304 -0.525 -0.186 -0.49
C -0.90502 -4.38437 9.33330 0.019 0.194 -0.074 -0.05
O 1.42548 -4.98583 9.51109 0.093 0.221 0.374 -0.07
H -0.23594 -6.57599 10.90124 -0.091 0.054 -0.056 0.08
H 0.84430 -5.73101 12.00070 -0.021 0.058 0.000 0.08
H -0.87420 -5.29689 11.95124 -0.001 -0.033 -0.018 0.08
H 0.54274 -3.62059 10.72634 0.151 -0.020 -0.079 0.14
H -1.15091 -5.32100 8.82472 -0.018 -0.040 0.098 0.09
H -0.67362 -3.65116 8.55934 -0.010 0.026 0.049 0.06
H -1.78636 -4.04580 9.88102 -0.004 -0.022 -0.026 0.08
H 1.21705 -5.82769 9.09312 -0.027 -0.013 -0.024 0.09
C 0.18844 0.76725 16.98831 0.009 -0.225 -0.029 -0.06
C 0.42501 1.49547 15.67422 -0.239 0.334 0.473 -0.50
C 1.01895 2.87672 15.90454 0.118 0.067 -0.179 -0.06
O -0.80373 1.61202 14.95693 0.109 -0.236 -0.153 -0.07
H -0.52002 1.31924 17.61260 0.078 0.089 -0.003 0.08
H -0.24307 -0.21831 16.80735 0.057 0.007 -0.026 0.08
H 1.11860 0.64375 17.54584 -0.028 0.014 0.015 0.08
H 1.09787 0.90790 15.04676 -0.130 -0.005 -0.110 0.14
H 0.33683 3.49617 16.49398 0.010 -0.081 0.083 0.08
H 1.17734 3.38873 14.95402 0.033 -0.051 0.005 0.08
H 1.97318 2.81486 16.43065 -0.025 0.022 0.010 0.08
H -1.41264 2.12836 15.49477 -0.008 0.012 0.027 0.09
C 7.59589 4.56164 -9.68330 0.006 -0.210 0.067 -0.06
C 6.64414 4.82855 -10.83928 0.190 0.486 0.313 -0.49
C 7.12337 5.99214 -11.69437 -0.060 -0.014 -0.214 -0.07
O 5.33867 5.10344 -10.33609 -0.015 -0.215 -0.244 -0.06
H 7.65968 5.43474 -9.02703 0.036 0.060 -0.092 0.08
H 7.23616 3.72953 -9.07677 0.008 -0.017 -0.064 0.08
H 8.59898 4.32364 -10.04253 -0.005 0.021 0.024 0.08
H 6.55804 3.93262 -11.45609 -0.162 0.004 0.046 0.14
H 7.17226 6.91100 -11.10255 0.076 -0.056 0.069 0.08
H 6.42807 6.17525 -12.51501 0.022 -0.060 -0.001 0.08
H 8.11274 5.79583 -12.11225 -0.006 0.029 0.016 0.08
H 5.39176 5.89210 -9.78678 -0.002 0.007 0.037 0.09